(1)
Formula: C25H19BrFFeN4
Source: the Open Molecules 2025 dataset
Level of theory: ωB97M-V/def2-TZVPD

Results
- ⟨S²⟩: 0.824
- Charge: +2
- Max |F|: 0.355 eV Å⁻¹
- LUMO level (spin up / spin down): -7.94 / -7.74 eV
- Energy relative to the best compared isomer or geometry (same formula, charge and spin): 0.0 kJ/mol
- HOMO level (spin up / spin down): -14.071 / -14.077 eV
- Multiplicity: 2

The geometry in XYZ format:
```
51
Properties=species:S:1:pos:R:3:forces:R:3:nbo_charge:R:1
Fe -0.0971 -0.2237 0.4660 0.1 0.1 -0.2 1.14
Br 4.5294 -0.2761 -5.1035 0.0 0.0 0.0 0.17
C 3.7155 -0.3885 -3.4232 0.0 0.0 0.0 -0.06
C 4.4581 -0.8172 -2.3252 0.0 0.0 0.0 -0.20
C 3.8665 -0.9029 -1.0811 0.0 0.0 0.0 -0.20
C 2.5268 -0.5504 -0.9290 -0.1 0.0 0.0 0.14
C 1.7881 -0.1352 -2.0333 0.0 0.0 0.0 -0.21
C 2.3763 -0.0508 -3.2816 0.0 0.0 0.0 -0.21
N 1.8371 -0.6090 0.3114 0.0 0.1 0.1 -0.46
C 2.3838 -0.8593 1.4425 0.0 0.0 -0.1 0.16
C 1.4991 -0.9096 2.6019 -0.1 0.0 0.0 0.11
C 1.9273 -1.1768 3.8835 0.0 0.0 0.0 -0.17
C 0.9808 -1.2438 4.9031 0.0 0.0 0.0 -0.09
C -0.3536 -1.0625 4.5945 0.0 0.0 0.0 -0.21
C -0.7133 -0.7960 3.2810 0.0 0.0 -0.1 0.10
N 0.1898 -0.7036 2.3058 0.2 0.1 0.1 -0.44
H 5.4963 -1.0894 -2.4520 0.0 0.0 0.0 0.26
H 4.4617 -1.2614 -0.2523 0.0 0.0 0.0 0.22
H 0.7436 0.1541 -1.9311 0.1 0.0 0.0 0.20
H 1.8058 0.2793 -4.1380 0.0 0.0 0.0 0.25
H 3.4474 -1.0336 1.5648 0.0 0.0 0.0 0.23
H 2.9785 -1.3354 4.0820 0.0 0.0 0.0 0.26
H 1.2875 -1.4451 5.9206 0.0 0.0 0.0 0.26
H -1.1202 -1.1265 5.3532 0.0 0.0 0.0 0.26
H -1.7480 -0.6689 3.0001 0.0 0.0 0.0 0.22
N -4.1861 0.0089 0.1650 0.0 0.0 0.0 -0.49
C -3.0359 0.2512 0.7957 0.0 0.0 0.0 0.27
N -2.0205 -0.3796 0.2268 0.0 0.1 0.1 -0.59
C -2.5574 -1.0738 -0.8676 0.0 -0.1 0.0 0.05
C -1.9441 -1.9019 -1.8065 0.0 0.0 0.0 -0.23
C -2.7553 -2.4546 -2.7742 0.0 0.0 0.0 -0.17
C -4.1387 -2.2047 -2.8097 0.0 0.0 0.0 -0.17
C -4.7540 -1.3958 -1.8782 0.0 0.0 0.0 -0.22
C -3.9277 -0.8357 -0.9099 0.0 0.0 0.0 0.16
H -5.0825 0.3896 0.4282 0.0 0.0 0.0 0.45
H -2.9587 0.9226 1.6370 0.0 0.0 0.0 0.24
H -0.8812 -2.1255 -1.7822 -0.1 0.0 0.0 0.22
H -2.3220 -3.1049 -3.5215 0.0 0.0 0.0 0.24
H -4.7339 -2.6641 -3.5865 0.0 0.0 0.0 0.25
H -5.8188 -1.2095 -1.9022 0.0 0.0 0.0 0.25
F 0.5025 5.6800 -0.1239 0.0 0.0 0.0 -0.28
C 0.3700 4.3701 0.0315 0.0 -0.1 0.0 0.44
C 1.2476 3.7054 0.8766 0.0 0.0 0.0 -0.24
C 1.1051 2.3394 1.0392 0.1 0.0 0.2 -0.26
C 0.0959 1.6627 0.3629 -0.1 -0.3 0.2 -0.07
C -0.7841 2.3453 -0.4720 -0.1 0.0 -0.3 -0.26
C -0.6386 3.7134 -0.6513 0.0 0.0 0.0 -0.26
H 2.0234 4.2595 1.3871 0.0 0.0 0.0 0.26
H 1.7969 1.8271 1.6988 -0.1 0.0 0.0 0.22
H -1.5712 1.8372 -1.0198 0.1 0.0 0.1 0.23
H -1.2979 4.2701 -1.3031 0.0 0.0 0.0 0.26
```
Forces are in eV/Å.


(2)
Formula: C5H5BrIN
Source: the Open Molecules 2025 dataset
Level of theory: ωB97M-V/def2-TZVPD

Results
- Charge: 0
- Max |F|: 3.692 eV Å⁻¹
- LUMO level (spin up / spin down): -0.15 / -0.15 eV
- Energy relative to the best compared isomer or geometry (same formula, charge and spin): 292.6 kJ/mol
- HOMO level (spin up / spin down): -8.718 / -8.717 eV

The geometry in XYZ format:
```
13
Properties=species:S:1:pos:R:3:forces:R:3:nbo_charge:R:1
C -0.3201 -0.2487 -0.9252 2.8 0.6 0.7 -0.13
C -1.5629 -0.7004 -1.0059 2.1 -0.4 -2.6 -0.39
C -0.4753 -0.3163 1.5896 0.5 -0.4 0.7 0.03
C 0.0326 0.4788 0.3552 1.7 1.7 1.0 -0.56
C -2.5417 -0.3754 -0.0910 -0.8 -0.4 3.6 -0.22
N -1.5785 -0.8407 1.7611 -2.1 0.7 -2.9 -0.29
Br -3.9367 -1.6276 -0.1812 -0.8 -0.1 0.2 0.13
I -3.1535 1.6518 0.2658 0.0 -0.6 -0.2 0.21
H 0.5092 -0.6668 -1.6401 -1.7 1.1 1.6 0.23
H -1.6380 -1.4255 -1.8070 -1.1 -0.1 0.1 0.24
H 0.1173 -0.5059 2.5033 0.6 0.6 -0.6 0.22
H 1.1155 0.7846 0.5453 -1.0 -1.2 -0.7 0.24
H -0.3864 1.5177 0.6059 -0.2 -1.4 -1.0 0.27
```
Forces are in eV/Å.


(3)
Formula: C6H11N3S
Source: the Open Molecules 2025 dataset
Level of theory: ωB97M-V/def2-TZVPD

Results
- Charge: 0
- Max |F|: 4.520 eV Å⁻¹
- LUMO level (spin up / spin down): 0.22 / 0.22 eV
- Energy relative to the best compared isomer or geometry (same formula, charge and spin): 396.5 kJ/mol
- HOMO level (spin up / spin down): -7.694 / -7.696 eV

The geometry in XYZ format:
```
21
Properties=species:S:1:pos:R:3:forces:R:3:nbo_charge:R:1
C -0.3653 -0.9514 -0.1185 3.4 -2.9 -0.7 0.29
C 1.9901 -0.2862 -0.2720 -0.4 -0.4 0.1 0.36
C -0.9714 0.3227 0.0843 -0.9 3.0 0.4 -0.22
C -1.1078 -2.2879 -0.1448 -0.3 0.9 -1.2 -0.65
C -0.6901 0.8655 1.5196 -1.3 0.4 0.2 -0.59
C -0.2845 1.4197 -0.7258 -0.5 1.1 -3.7 -0.62
N 0.9265 -1.0204 -0.2370 -0.9 -1.0 0.3 -0.44
N 4.1686 0.6743 0.0404 0.1 0.3 0.5 -0.54
N 3.1180 -0.0132 -0.0396 -0.6 0.2 -0.6 -0.06
S -2.7622 0.2202 -0.4532 0.0 1.2 -1.4 -0.06
H -2.6734 0.7715 -1.8224 0.1 -1.0 2.5 0.15
H -1.3933 -2.6332 -1.1814 0.6 0.6 0.8 0.24
H -2.0678 -2.0754 0.2996 -0.2 -0.7 0.6 0.23
H -0.5151 -3.0715 0.3052 0.0 0.0 0.3 0.24
H -1.0172 1.9368 1.5995 0.5 -1.0 -0.2 0.23
H 0.3692 0.7404 1.7476 0.0 0.3 -0.3 0.23
H -1.2161 0.3380 2.2830 -0.5 -0.6 0.6 0.21
H -1.2013 1.8975 -1.3564 2.9 -0.4 1.5 0.23
H 0.4723 0.9784 -1.4780 -1.4 0.8 0.9 0.23
H 0.2991 2.1729 -0.1361 -0.9 -0.6 -0.5 0.23
H 4.9217 0.0012 0.0860 0.5 -0.1 -0.1 0.32
```
Forces are in eV/Å.


Which formula does entry 2 have? C5H5BrIN


Which value of energy relative to the best compared isomer or geometry (same formula, charge and spin) does entry 1 give? 0.0 kJ/mol


Repeat the second record exactly.
Formula: C5H5BrIN
Source: the Open Molecules 2025 dataset
Level of theory: ωB97M-V/def2-TZVPD

Results
- Charge: 0
- Max |F|: 3.692 eV Å⁻¹
- LUMO level (spin up / spin down): -0.15 / -0.15 eV
- Energy relative to the best compared isomer or geometry (same formula, charge and spin): 292.6 kJ/mol
- HOMO level (spin up / spin down): -8.718 / -8.717 eV

The geometry in XYZ format:
```
13
Properties=species:S:1:pos:R:3:forces:R:3:nbo_charge:R:1
C -0.3201 -0.2487 -0.9252 2.8 0.6 0.7 -0.13
C -1.5629 -0.7004 -1.0059 2.1 -0.4 -2.6 -0.39
C -0.4753 -0.3163 1.5896 0.5 -0.4 0.7 0.03
C 0.0326 0.4788 0.3552 1.7 1.7 1.0 -0.56
C -2.5417 -0.3754 -0.0910 -0.8 -0.4 3.6 -0.22
N -1.5785 -0.8407 1.7611 -2.1 0.7 -2.9 -0.29
Br -3.9367 -1.6276 -0.1812 -0.8 -0.1 0.2 0.13
I -3.1535 1.6518 0.2658 0.0 -0.6 -0.2 0.21
H 0.5092 -0.6668 -1.6401 -1.7 1.1 1.6 0.23
H -1.6380 -1.4255 -1.8070 -1.1 -0.1 0.1 0.24
H 0.1173 -0.5059 2.5033 0.6 0.6 -0.6 0.22
H 1.1155 0.7846 0.5453 -1.0 -1.2 -0.7 0.24
H -0.3864 1.5177 0.6059 -0.2 -1.4 -1.0 0.27
```
Forces are in eV/Å.


The highest max |F| belongs to which entry? C6H11N3S